Molecular formula: C10H19Br2NO
Method: DFT, ωB97M-V/def2-TZVPD

Each line ends with the Löwdin charge.
Cartesian coordinates (Å):
Br: -1.073 -1.183 -1.206  0.82
Br: 0.393 0.271 3.142  0.76
O: -0.944 -3.131 1.169  -0.09
N: 1.047 1.241 -1.254  -0.22
C: 1.024 0.679 0.112  -0.24
C: -0.046 3.417 -1.753  -0.10
C: 3.200 0.373 -2.077  -0.06
C: -1.293 -2.505 3.378  -0.07
C: -0.063 -0.336 0.327  -0.48
C: 1.676 0.713 -2.371  -0.28
C: -2.835 -1.667 1.667  -0.05
C: -0.177 1.945 -1.618  -0.32
C: -0.364 -0.778 1.658  -0.51
C: -1.343 -1.969 1.902  -0.62
H: -0.578 1.656 -2.589  0.11
H: 1.850 1.478 -3.110  0.11
H: 0.189 3.850 -0.793  0.07
H: 2.010 0.271 0.361  0.12
H: -0.248 -2.396 3.636  0.05
H: 3.638 1.249 -1.564  0.08
H: 0.946 1.560 0.743  0.09
H: -3.033 -0.623 1.936  0.10
H: -1.621 -3.532 3.601  0.10
H: 3.347 -0.483 -1.485  0.03
H: -0.972 3.801 -2.206  0.09
H: -1.830 -2.017 4.104  0.04
H: 3.794 0.252 -3.018  0.08
H: -3.038 -1.972 0.705  0.01
H: -0.927 1.848 -0.796  0.12
H: -1.095 -3.188 0.202  0.03
H: 1.115 -0.092 -2.749  0.06
H: -3.527 -2.319 2.329  0.12
H: 0.779 3.588 -2.386  0.06

The value obtained for the energy above the lowest of the compared OMol25 structures with the same formula, charge and spin is 181.83 kJ/mol. For the largest force on an atom, the calculation gives 0.1005 hartree/bohr. Its lowest unoccupied orbital energy is 0.043 eV. The calculation puts the molar mass at 329.076 g/mol.